# C3H3Li2O3

C3H3Li2O3 as an isolated structure (ωB97M-V/def2-TZVPD, the OMol25 dataset).

```
11
Properties=species:S:1:pos:R:3
H 2.32013 2.12137 -3.58165
C 0.68490 -1.25891 -1.14702
C 0.18281 -0.25219 -0.29042
O -0.45087 -0.62445 0.80142
C -1.02872 0.36762 1.70729
O -0.86068 1.52372 1.34886
O 1.31571 -1.00596 -2.19307
H 0.52158 -2.30623 -0.83707
H 0.26819 0.81341 -0.52239
Li -1.87643 1.71865 3.01201
Li 1.95128 0.45154 -3.18326
```

The spin multiplicity is 2. As for the energy relative to the best compared isomer or geometry (same formula, charge and spin): 36.9 kcal/mol. The calculation puts the HOMO energy (alpha / beta) at -6.36 / -6.36 eV. As for the expectation value of S²: 0.759. As for the energy: -356.80001 Eh. As for the charge: 0.

---

# C5H8N2OS

One molecule with the formula C5H8N2OS (ωB97M-V/def2-TZVPD, the OMol25 dataset).

```
17
Properties=species:S:1:pos:R:3
C 1.85535 1.30647 0.09701
C 1.47474 0.11048 -0.77213
N 0.06565 -0.19227 -0.70986
C -0.47598 -1.12001 0.11259
O 0.42790 -1.91492 0.73940
C -1.80148 -1.29247 0.30721
S -3.02112 -0.33935 -0.56130
C -2.78063 1.12323 0.23486
N -2.55503 2.11643 0.76431
H 1.63217 1.10661 1.14093
H 2.91945 1.50634 -0.00175
H 1.30266 2.19059 -0.21269
H 1.72187 0.31972 -1.81746
H 2.02305 -0.77706 -0.45405
H -0.56426 0.51434 -1.05990
H -0.03014 -2.58670 1.25619
H -2.19420 -2.07141 0.93665
```

As for the energy relative to the best compared isomer or geometry (same formula, charge and spin): 42.9 kcal/mol. The calculation puts the HOMO energy at -8.46 eV. As for the energy: -778.23147 Eh. As for the charge: 0.

---

# C33H26ClN2O6PPd

C33H26ClN2O6PPd as an isolated structure (ωB97M-V/def2-TZVPD, the OMol25 dataset).

```
70
Properties=species:S:1:pos:R:3
Pd 0.96437 -2.49088 20.56940
O 1.51347 -4.98408 23.71759
Cl 1.32773 -4.05243 22.59885
O 1.99021 -2.77992 22.78968
O -0.05074 -3.64456 22.27200
O 1.83817 -4.56726 21.32589
C 6.10081 -2.33781 15.65443
C 5.86255 -3.47510 16.40788
C 4.90777 -3.45100 17.40947
C 4.24720 -2.25785 17.66122
C 4.53055 -1.09342 16.94343
C 5.42791 -1.16527 15.88753
P 2.93657 -2.16463 18.89569
C 3.56124 -0.91020 20.08745
C 2.68807 -0.24519 20.96025
C 3.17544 0.41298 22.08683
C 4.53162 0.78088 22.09533
C 5.35396 0.31404 21.08893
C 4.90839 -0.56189 20.09920
C 1.67346 -1.51383 17.75181
C 1.55797 -0.15204 17.64275
C 0.69716 0.48128 16.62817
C -0.51317 -1.05371 15.71159
C -0.23858 -2.35447 16.33284
C 0.79202 -2.52624 17.20392
H 6.84694 -2.38799 14.85210
H 6.41138 -4.39680 16.21282
H 4.66238 -4.33983 17.99681
H 4.07466 -0.15000 17.23684
H 5.62357 -0.28450 15.27666
H 1.58751 -0.35447 20.87370
H 2.56220 0.68593 22.95097
H 4.96139 1.43162 22.85358
H 6.40296 0.59308 21.07658
H 5.63004 -0.95521 19.38226
H 2.13232 0.44706 18.35393
H 0.91036 1.55260 16.55119
H -1.24453 -1.14819 14.90221
H -0.87168 -3.22964 16.12625
H 0.95589 -3.53295 17.60543
O -2.29905 -3.56459 18.82875
C -1.92860 -2.40094 18.90502
N -2.35691 -1.39103 18.06628
C -1.61308 -0.16533 18.13138
C -0.75347 -0.47631 19.42100
O -0.02140 0.35660 19.98294
N -0.97050 -1.79023 19.76348
C -0.86545 0.12361 16.71723
C 0.77245 -0.30156 15.29872
C 0.67666 0.52313 14.06521
C -0.35396 1.39932 13.84499
C -1.44137 1.66033 14.72249
C -1.70120 1.11496 15.96991
C -2.41874 1.04006 18.64111
C -3.61424 0.82481 19.32265
C -4.29291 1.86907 19.92608
C -3.72657 3.12636 19.94522
C -2.48431 3.34277 19.35366
C -1.82416 2.30129 18.74093
H -3.21009 -1.58371 17.56919
H 1.65096 -0.94595 15.19089
H 1.47716 0.44330 13.31736
H -0.36401 1.94321 12.89034
H -2.16817 2.40006 14.37124
H -2.66600 1.43594 16.35739
H -4.00645 -0.19420 19.36423
H -5.25267 1.67341 20.42293
H -4.24939 3.96547 20.39638
H -2.02143 4.32853 19.42879
H -0.78994 2.45806 18.39567
```

As for the energy relative to the best compared isomer or geometry (same formula, charge and spin): 39.2 kcal/mol. The calculation puts the HOMO energy (alpha / beta) at 0.29 / 0.28 eV. As for the energy: -2763.13778 Eh. As for the charge: -2.

---

# C2H3N2O

An isolated ion of composition C2H3N2O and charge +1 (ωB97M-V/def2-TZVPD, the OMol25 dataset).

```
8
Properties=species:S:1:pos:R:3
C 1.05918 -0.10304 0.04976
C -0.26860 -0.57256 -0.10170
O -0.94413 -1.55653 -0.06648
N -1.55072 0.71582 -0.08772
N -2.48098 1.25810 -0.17638
H 1.19900 0.34590 1.08650
H 1.13809 0.78773 -0.56970
H 1.84815 -0.87542 -0.13428
```

As for the energy relative to the best compared isomer or geometry (same formula, charge and spin): 27.4 kcal/mol. The calculation puts the HOMO energy at -19.13 eV. As for the energy: -262.43412 Eh. As for the charge: +1.

---

Which value of energy does entry 4 give?
-262.43412 Eh

---

What did the first record say?
# C3H3Li2O3

C3H3Li2O3 as an isolated structure (ωB97M-V/def2-TZVPD, the OMol25 dataset).

```
11
Properties=species:S:1:pos:R:3
H 2.32013 2.12137 -3.58165
C 0.68490 -1.25891 -1.14702
C 0.18281 -0.25219 -0.29042
O -0.45087 -0.62445 0.80142
C -1.02872 0.36762 1.70729
O -0.86068 1.52372 1.34886
O 1.31571 -1.00596 -2.19307
H 0.52158 -2.30623 -0.83707
H 0.26819 0.81341 -0.52239
Li -1.87643 1.71865 3.01201
Li 1.95128 0.45154 -3.18326
```

The spin multiplicity is 2. As for the energy relative to the best compared isomer or geometry (same formula, charge and spin): 36.9 kcal/mol. The calculation puts the HOMO energy (alpha / beta) at -6.36 / -6.36 eV. As for the expectation value of S²: 0.759. As for the energy: -356.80001 Eh. As for the charge: 0.

---

What is the energy in the third record?
-2763.13778 Eh